C2H6O2Si | ωB97M-V/def2-TZVPD

Geometry as XYZ:
```
11
Properties=species:S:1:pos:R:3:forces:R:3
C 1.023 0.399 0.595 -1.373 -2.991 0.087
C 1.229 1.336 -0.464 0.252 0.736 -0.764
O 1.185 0.069 1.680 -0.026 0.528 -0.802
O -0.022 -1.062 -0.536 2.659 2.224 0.796
Si -1.455 -1.308 0.099 -0.464 0.011 0.169
H 0.263 1.713 -0.795 -0.086 -0.050 0.078
H 1.877 2.153 -0.134 -0.063 -0.087 0.059
H 1.658 0.804 -1.311 -0.004 -0.095 0.058
H -1.401 -2.008 1.389 -0.143 -0.201 0.328
H -2.221 -2.081 -0.875 -0.463 -0.271 -0.113
H -2.134 -0.015 0.352 -0.289 0.197 0.104
```
Positions in Å, forces in eV/Å.

The highest occupied orbital energy is -9.5 eV. As for the LUMO energy: 0.161 eV. Its charge is 0. For the orbital gap, the calculation gives 9.657 eV.

Atomic partial charges in e from the Löwdin method, atoms 1 to 4: -0.20, 0.00, 0.25, -0.48

---

C2H6O2Si2 | ωB97M-V/def2-TZVPD

Geometry as XYZ:
```
12
Properties=species:S:1:pos:R:3:forces:R:3
C -0.831 -0.199 -0.928 2.646 -0.392 -0.543
C 1.049 1.039 -0.368 -2.862 -2.066 -0.585
O -0.558 -1.061 -1.723 -0.681 0.966 1.037
O 0.956 2.191 -0.532 0.624 0.399 0.264
Si -2.362 0.467 -0.054 -0.231 2.167 -2.313
Si 2.420 -0.323 -0.235 -0.409 -1.133 -0.517
H -3.552 -0.288 0.174 -0.794 -0.727 0.005
H -1.835 0.924 1.183 0.359 0.424 0.980
H -2.707 1.719 -1.061 0.400 -1.522 1.419
H 3.544 0.599 -0.231 0.759 -0.207 -0.191
H 2.127 -1.206 -1.516 0.550 1.077 1.340
H 2.458 -1.268 0.998 -0.363 1.014 -0.896
```
Positions in Å, forces in eV/Å.

The highest occupied orbital energy (spin up / spin down) is -6.9 / -6.9 eV. As for the LUMO energy (spin up / spin down): 0.128 / 0.128 eV. Its charge is 0. For the orbital gap (spin up / spin down), the calculation gives 7.067 / 7.066 eV.

Atomic partial charges in e from the Löwdin method, atoms 1 to 4: -0.45, -0.41, -0.07, 0.02

---

Calculated strongest force on any atom (eV/Å), listed in the same order as above: 3.6; 3.6
Calculated relative energy (zero: lowest compared OMol25 entry of this formula, charge and spin) (kJ/mol), listed in the same order as above: 265.90; 628.57